No. 1
Formula: C26H40Br2Cl2CsF5NO6PS
Source: the OMol25 dataset
Level of theory: ωB97M-V/def2-TZVPD

Geometry (Å):
Cs1 -2.9934 4.0555 0.1302
Br1 -4.1346 -1.2704 -2.1293
Br2 -2.6736 -2.4627 0.2064
Cl1 -5.3152 -3.2312 -0.3444
Cl2 -7.9835 -4.0846 0.4742
S1 3.3938 -4.2507 -0.9480
P1 -0.3132 1.7302 -1.2232
F1 8.5189 2.0985 -4.8965
F2 -2.0111 -1.9963 -3.5356
F3 -2.2844 -4.5548 -1.3808
F4 -8.7304 -5.1757 2.8943
F5 -3.4614 -3.6028 -3.3096
O1 -1.1606 1.8102 -2.5486
O2 -4.8238 2.0782 4.9972
O3 1.1337 1.8051 -1.4205
O4 -6.1509 1.1253 6.5567
O5 -5.7205 3.3417 6.5046
O6 -0.8698 3.0341 -0.3410
N1 1.4686 -2.3877 -0.3325
C1 5.7103 1.9360 -1.3088
C2 -4.6331 0.7827 4.4230
C3 6.5132 2.0003 -2.4406
C4 7.2084 0.8693 -2.8533
C5 -0.0866 4.7759 1.1578
C6 -5.6231 2.0855 6.0740
C7 -0.1191 3.2319 0.8824
C8 1.3843 -0.9197 -0.0243
C9 3.6358 -1.5005 -0.2401
C10 2.7131 -2.6771 -0.4936
C11 -0.7983 2.8941 -3.4474
C12 2.6830 -0.7584 0.7478
C13 -1.0718 2.4170 -4.8712
C14 0.1356 -0.3307 0.5948
C15 -0.8808 0.2280 -0.4119
C16 6.1683 -1.7471 -0.3188
C17 -2.8458 -2.6203 -2.6883
C18 -6.5525 3.4974 7.6606
C19 7.0874 -0.3350 -2.1739
C20 6.2777 -0.4216 -1.0330
C21 0.3648 -3.3444 -0.4615
C22 4.9096 -1.8820 0.5421
C23 5.6193 0.7317 -0.6167
C24 -2.0148 -3.2329 -1.4451
C25 -0.5278 -3.0396 -1.6744
C26 -6.5936 -4.4863 -0.4979
H1 0.7980 -4.3296 -0.5900
H2 -0.2523 -3.7446 -2.4592
H3 7.8520 0.9854 -3.7435
H4 1.6219 -0.4558 -0.9854
H5 -0.2734 -2.0577 -2.0590
H6 7.6098 -1.2195 -2.5163
H7 0.2737 4.9401 2.1688
H8 -3.9688 0.9359 3.5751
H9 0.6201 5.2556 0.4871
H10 0.2536 3.1556 -3.3869
H11 -1.8032 0.4875 0.1106
H12 -0.4315 2.9092 -5.5944
H13 -1.4216 3.7692 -3.2693
H14 2.6126 -1.3602 1.6540
H15 -1.1707 -0.4570 -1.2009
H16 3.3311 -4.0923 -2.2821
H17 4.9955 0.6813 0.2691
H18 6.6164 2.9143 -3.0057
H19 -7.5711 3.1829 7.4446
H20 -0.1643 -3.3660 0.4881
H21 -0.3915 -1.0648 1.2036
H22 -6.5477 4.5551 7.9062
H23 5.1719 2.8098 -0.9668
H24 6.2295 -2.6007 -0.9936
H25 -4.1623 0.1049 5.1321
H26 0.9231 2.9372 0.8014
H27 -6.1527 2.9316 8.4992
H28 -6.8777 -4.5591 -1.5432
H29 -2.1268 2.4676 -5.1216
H30 7.0275 -1.8343 0.3515
H31 0.4096 0.4709 1.2766
H32 2.9793 0.2652 0.9404
H33 -5.5761 0.3648 4.0760
H34 3.7995 -0.9663 -1.1786
H35 -1.0709 5.2417 0.9971
H36 -0.8164 1.3573 -4.8866
H37 4.8658 -2.8972 0.9386
H38 -0.5502 2.7280 1.7642
H39 4.9659 -1.2352 1.4149
H40 -6.1797 -5.4273 -0.1517

Computed properties:
Kohn-Sham gap, hartree: 0.09146
Largest force on an atom, eV/Å: 3.74
E_HOMO, eV: -5.1
Lowest unoccupied orbital energy, eV: -2.6
Multiplicity: 1

Here are the Mulliken charges for atoms 1 to 2, given in e: atom 1 (Cs): 1.07, atom 2 (Br): -0.14

=====

No. 2
Formula: C26H40F12N2O11
Source: the OMol25 dataset
Level of theory: ωB97M-V/def2-TZVPD

Geometry (Å):
F1 0.4779 -1.1000 -5.2822
F2 0.4227 0.2888 -6.9646
F3 1.9228 2.7152 -0.0883
F4 -1.3836 -0.0606 -5.8287
F5 4.5777 -1.0036 0.5817
F6 -0.2826 -5.2194 -0.1010
F7 0.0505 -3.7680 1.4612
F8 2.5599 4.7391 0.1116
F9 3.8116 -1.5483 2.5039
F10 1.4037 -5.4683 1.2314
F11 2.9274 0.0755 1.4228
F12 3.5914 3.2291 1.2148
O1 2.5223 -3.1415 0.2206
O2 4.4194 1.4467 2.9457
O3 1.2733 -3.7294 -1.5725
O4 -4.6728 -3.8985 -1.2570
O5 -0.6459 1.5161 -3.9626
O6 1.4213 1.7017 -4.7704
O7 0.2238 3.9521 1.7903
O8 6.2339 0.3824 2.2196
O9 -2.9362 -2.0221 -2.9024
O10 1.9816 3.5769 3.1085
O11 -5.7253 -2.8599 1.3775
N1 -0.4557 0.3073 -0.6863
N2 -3.2662 0.9627 1.3553
C1 5.8078 1.8706 5.0141
C2 0.4233 2.5635 4.6794
C3 -1.5714 -1.7385 -2.8147
C4 -0.3021 -0.0409 0.3987
C5 5.0557 0.4533 2.3598
C6 -6.0548 -2.4587 0.0580
C7 1.9497 -2.9498 -2.5611
C8 -3.2163 -3.3851 -3.2129
C9 -4.8963 -2.5614 -0.9156
C10 2.2480 -1.4998 -2.2209
C11 -0.3761 2.4349 -2.9105
C12 0.6609 -4.5701 0.5883
C13 5.1400 2.3724 3.7525
C14 4.0725 -0.5379 1.6917
C15 0.3223 1.2235 -4.8069
C16 1.6206 -3.7137 -0.3079
C17 -0.8217 3.8383 -3.3447
C18 -3.4528 -4.1575 -1.9321
C19 2.3957 3.6005 0.7837
C20 -2.9623 1.9626 0.8871
C21 -0.0412 0.0371 -5.7274
C22 -2.4982 3.2554 0.3516
C23 -0.1313 -0.5896 1.7333
C24 1.3953 3.7372 1.9455
C25 1.2764 3.7899 4.3072
C26 -5.0455 -1.8498 2.1067
H1 -5.0350 -1.8362 -1.7216
H2 -4.1112 -3.4613 -3.8338
H3 0.2193 -1.6182 1.6861
H4 -0.4109 2.5133 3.9825
H5 -1.4599 3.0915 0.0904
H6 -0.5731 4.4729 -2.4884
H7 -2.6212 3.9670 1.1692
H8 5.8576 2.8663 3.0888
H9 6.2700 2.7464 5.4662
H10 0.0759 2.6842 5.7078
H11 -3.9645 -1.8805 1.9728
H12 -2.6532 -4.0299 -1.1928
H13 -1.1195 -0.6266 2.2000
H14 -5.3709 -2.0148 3.1373
H15 0.9557 1.6130 4.7213
H16 1.9440 3.9850 5.1481
H17 -1.3730 -0.7468 -2.4044
H18 -6.5316 -1.4723 0.0884
H19 5.1168 1.4461 5.7457
H20 -0.1923 4.1985 -4.1584
H21 -5.4244 -0.8498 1.8708
H22 4.4438 3.1807 3.9786
H23 -0.9273 2.2320 -2.0015
H24 -2.3915 -3.7403 -3.8360
H25 2.8745 -3.4901 -2.7827
H26 -4.0460 -2.1869 -0.3239
H27 6.5101 1.0644 4.8047
H28 3.0664 -1.3609 -1.5164
H29 0.4848 0.0927 2.3138
H30 -1.0520 -2.4460 -2.1578
H31 -3.4969 -5.2344 -2.1088
H32 -6.8752 -3.1093 -0.2687
H33 0.6542 4.6870 4.3125
H34 1.3419 -1.0826 -1.7756
H35 0.6674 2.3768 -2.6145
H36 2.5150 -0.9538 -3.1243
H37 -3.1809 3.6191 -0.4127
H38 -1.0539 -1.7393 -3.7831
H39 -1.8814 3.8280 -3.5791
H40 1.2973 -2.9457 -3.4321

Computed properties:
Kohn-Sham gap, hartree: 0.34319
Largest force on an atom, eV/Å: 2.36
Energy relative to the best compared isomer or geometry (same formula, charge and spin), kcal/mol: 48.19
Structure (SMILES): CCOC(=O)C(F)(F)F.CCOC(=O)C(F)(F)F.CCOC(=O)C(F)(F)F.CCOC(=O)C(F)(F)F.COCCOCCOC.CC#N.CC#N
E_HOMO, eV: -9.1
Lowest unoccupied orbital energy, eV: 0.2
Multiplicity: 1

Here are the Mulliken charges for atoms 1 to 2, given in e: atom 1 (F): -0.21, atom 2 (F): -0.28

=====

No. 3
Formula: C26H40F3N7O5P2Tc
Source: the OMol25 dataset
Level of theory: ωB97M-V/def2-TZVPD

Geometry (Å):
Tc1 -1.4102 -0.0441 -0.2504
P1 1.4971 0.5230 -3.3763
P2 1.7678 -0.9102 -0.8386
F1 4.0100 -0.5042 4.7418
F2 2.7758 -0.9500 6.4472
F3 3.2696 1.0958 5.9907
O1 0.0829 0.2154 -3.1503
O2 -1.5134 -0.0430 2.0796
O3 0.6549 -0.2108 -0.1077
O4 2.3556 -0.0736 -2.0592
O5 -2.1055 -0.1973 -1.9569
N1 2.0452 2.1022 -3.3687
N2 -3.2823 0.5063 0.2345
N3 3.0283 -1.0581 0.2411
N4 -0.4834 -0.0119 2.9820
N5 2.1595 -0.1514 -4.7162
N6 1.2435 -2.3451 -1.4432
N7 -3.6275 0.5992 1.5253
C1 -2.8439 0.3475 2.4842
C2 -4.3042 0.8608 -0.5975
C3 3.4516 0.1835 0.8738
C4 0.9591 1.1553 4.4405
C5 0.2742 -1.1447 3.0629
C6 -4.7558 1.3773 5.4970
C7 -4.2921 1.3003 4.2004
C8 -4.2215 0.7276 -1.9684
C9 1.9524 -3.0583 -2.4893
C10 -4.2109 0.5686 6.4856
C11 1.7379 -0.0037 4.5636
C12 -3.2589 0.4102 3.8703
C13 3.5227 0.1079 -5.1278
C14 1.4265 -1.0881 -5.5404
C15 -3.1002 0.1834 -2.6298
C16 4.1628 -1.8975 -0.1158
C17 2.9501 -0.0750 5.4513
C18 1.3849 -1.1601 3.8484
C19 0.2454 -3.1403 -0.7557
C20 2.1804 2.8766 -2.1510
C21 1.5325 2.9011 -4.4706
C22 -5.5447 1.3915 0.0358
C23 -2.7448 -0.4325 4.8637
C24 -3.2192 -0.3430 6.1593
C25 -3.0716 -0.0111 -4.1098
C26 -0.1446 1.1381 3.6359
H1 4.7986 -1.9898 0.7639
H2 -3.5726 0.8019 -4.6221
H3 1.3507 2.2643 -5.3345
H4 2.6962 -2.4009 -2.9296
H5 3.9280 0.9245 -4.5383
H6 2.2736 3.6593 -4.7264
H7 3.8151 -2.8865 -0.3970
H8 0.6931 -3.9219 -0.1353
H9 0.5952 3.3995 -4.2069
H10 -0.3811 -2.4918 -0.1365
H11 3.9763 -0.0622 1.7983
H12 1.9387 -2.0516 -5.5899
H13 -5.5516 2.0623 5.7402
H14 1.9863 -2.0499 3.9350
H15 -5.3106 2.2918 0.6005
H16 -2.8264 -0.9996 6.9193
H17 -0.3893 -3.6173 -1.5042
H18 4.7614 -1.4742 -0.9275
H19 -0.0772 -1.9918 2.4970
H20 1.2389 2.0533 4.9699
H21 2.8832 3.6909 -2.3450
H22 4.1259 0.7647 0.2368
H23 -3.5778 -0.9409 -4.3599
H24 -4.5704 0.6322 7.5014
H25 -0.7914 1.9902 3.4974
H26 -4.7130 1.9184 3.4231
H27 2.5715 0.7816 1.1033
H28 -2.0305 -0.0810 -4.4157
H29 1.3190 -0.7021 -6.5572
H30 -6.2946 1.6214 -0.7100
H31 1.2418 -3.3610 -3.2629
H32 1.2283 3.3097 -1.8245
H33 2.5761 2.2504 -1.3547
H34 2.4520 -3.9558 -2.1085
H35 -5.0765 1.0020 -2.5659
H36 0.4388 -1.2275 -5.1143
H37 3.5514 0.3862 -6.1830
H38 4.1424 -0.7833 -4.9960
H39 -2.0191 -1.1964 4.6275
H40 -5.9370 0.6634 0.7412

Computed properties:
Kohn-Sham gap (spin up / spin down), hartree: 0.19815 / 0.18728
Total charge: +2
Largest force on an atom, eV/Å: 2.14
E_HOMO (spin up / spin down), eV: -12.6 / -12.3
Lowest unoccupied orbital energy (spin up / spin down), eV: -7.2 / -7.2
Multiplicity: 4

Here are the Mulliken charges for atoms 1 to 2, given in e: atom 1 (Tc): 1.37, atom 2 (P): -0.01